134
Properties=species:S:1:pos:R:3:forces:R:3:mulliken_charge:R:1 method="wB97M-V/def2-TZVPD" orbital_gap_ha=0.0265 e_tot_ha=-4019.470036 max_force_ev_per_a=13.08 e_above_lowest_kj_mol=1134.0 charge=+1 lumo_energy_ev=-5.77
C 2.0841 1.6727 4.6960 1.31 -0.56 0.58 -0.2805
H 8.5661 -1.8638 -5.0888 -0.06 0.01 0.01 0.3869
C -0.9893 3.2118 -1.6457 -0.22 0.44 -0.16 -0.1205
Cl -10.7481 4.9805 3.7021 0.09 -0.32 0.03 -0.1035
H 1.4334 -1.8765 6.8611 0.33 3.20 -0.88 0.3473
H -3.0800 7.7463 -4.7648 0.03 -0.05 0.18 0.1722
H -2.0673 -2.1573 1.5296 -1.08 1.47 -1.13 0.6608
C 3.4719 -3.1822 -1.2269 1.28 0.08 -0.73 -0.5599
H -3.4440 -2.8940 -0.0182 0.72 1.54 -1.22 0.3986
H 3.1622 2.1060 4.9615 -2.45 -0.95 -0.32 0.4110
N -2.7636 7.4240 -3.8658 -0.56 -1.24 -0.71 -0.3592
Cl -8.5393 3.0845 3.6017 -0.06 -0.01 0.04 -0.1133
C -9.0248 3.2617 -1.5035 -0.24 0.41 0.10 -0.7761
H 0.4948 1.3934 1.6237 0.57 -1.61 2.09 -0.0778
O -2.4328 5.4654 3.4647 -1.18 -0.79 -0.39 -0.8739
C -2.1593 8.2105 -2.9571 0.24 -0.09 0.61 0.6735
H -3.3679 -0.7896 1.4129 1.65 -1.30 -0.18 -0.0784
H 2.5234 -3.2145 1.3915 0.24 2.44 0.26 0.0737
C -1.3136 -0.3242 0.3752 -0.17 0.66 0.12 -0.6926
H 8.3550 -10.3492 -1.8705 -1.08 1.81 1.43 0.3249
H -0.0410 1.1131 3.4074 1.80 -0.93 -1.72 0.2882
H -1.8461 6.2997 5.8693 0.01 -0.03 -0.68 0.4922
C -8.0039 5.2812 -2.2916 -0.10 0.32 -0.06 -0.5533
H 9.5442 -2.6198 -3.8262 -0.29 -0.15 -0.01 0.3119
C -2.5208 -1.3498 0.8130 3.20 -1.06 1.10 0.1378
N 0.4586 -0.6799 2.2856 -1.35 -1.46 -0.41 0.3435
H -10.0503 2.8782 -1.4816 0.00 0.10 0.04 0.4430
H 6.5434 -4.1269 0.6706 -2.53 0.71 0.08 0.3783
H -1.4818 0.7243 0.9171 0.37 -2.15 -1.10 0.2919
H 0.6516 5.0923 4.4503 0.42 -0.04 0.10 0.2862
C 2.6419 -2.0787 1.6776 0.75 -0.06 0.23 -0.5457
C 2.2142 1.1814 3.1019 -0.10 1.50 0.68 -0.5148
H -2.0704 3.2454 -1.8010 0.07 0.33 0.11 -0.1495
H -8.4909 1.8006 0.0041 0.05 -0.06 -0.03 0.4054
H 7.1772 -2.1291 -3.1618 0.16 0.20 0.77 0.1414
C 5.2237 -10.1874 -1.6572 1.06 1.30 -0.53 -0.7925
C 1.4400 -1.7252 2.7347 1.83 -2.87 1.44 -0.4683
H -5.1584 5.5476 0.1860 0.11 0.00 0.13 0.2926
O -9.1421 4.6719 -1.7023 2.22 -2.13 1.38 -0.3223
C 1.7788 0.4483 5.7378 -1.48 -8.69 3.81 -0.0816
H 2.4981 2.1892 2.5247 -0.69 -2.27 1.22 0.3518
H 1.1572 -0.9162 -1.3162 0.32 0.68 2.64 0.4873
O 3.2083 -8.2847 -5.3843 0.49 -0.05 0.32 -0.5620
H 1.9574 -1.5173 3.7759 -1.61 0.20 -2.08 -0.0223
H 4.7674 -8.7451 -4.0927 0.77 0.62 -0.14 0.0074
H 5.7213 -7.4414 -3.0692 -0.21 -0.48 2.50 0.2908
C 4.8840 -3.9608 -0.8850 -0.75 -1.40 0.89 0.9871
H -0.4623 -0.9193 2.7667 1.66 0.47 -0.53 0.5267
H 5.4130 -11.0544 -0.8864 -0.24 1.73 -1.73 0.3424
Cs -2.8398 5.0893 7.7071 -4.06 0.81 12.41 0.9087
O -1.7834 7.7968 -1.8717 0.05 -0.16 0.12 -0.6237
H -3.9723 2.4629 -1.4429 0.11 -0.22 -0.15 0.3729
C 6.0704 -7.6528 -1.9616 0.93 -1.86 1.40 -0.7597
C 1.5530 -0.7706 6.4463 1.71 8.09 -5.72 -0.4479
F -10.3501 5.8023 -2.7178 -2.03 1.53 -1.51 -0.6337
C 1.3677 -0.5148 -0.2130 -0.29 0.14 0.79 -0.9012
H 3.8539 -10.0894 -4.5861 0.20 -0.26 -0.72 0.3231
H 3.3568 -0.9784 -1.7976 0.79 -1.11 2.16 0.4358
H 3.3515 -0.0882 0.8203 -1.28 -2.10 -0.86 0.1226
C 6.4459 -9.0539 -1.5859 -0.40 1.60 -0.38 0.5434
H 8.0805 -9.8493 -0.0503 -0.16 0.74 -2.19 0.2845
C 3.7436 -9.0057 -4.4106 -1.30 -0.71 0.33 -0.2380
H 1.3055 2.5464 4.8191 1.42 -1.92 -0.31 0.0744
H 1.3903 0.6634 -0.2807 -0.13 -2.40 0.02 0.0023
H -1.3728 -0.0898 -0.7919 0.41 -0.58 2.49 0.5615
H 3.1081 0.4587 2.9140 -1.93 1.07 0.54 0.2559
C 7.3931 -3.0601 -3.7087 0.31 0.67 -0.91 0.0351
C 4.6364 -5.5961 -1.1232 0.45 1.00 -0.73 -0.7428
H 5.1861 -10.5468 -2.7709 -0.14 0.30 2.17 0.1795
H -1.3633 3.8024 4.1644 -0.09 -1.22 -0.08 -0.3889
C 8.6866 -2.7759 -4.4926 0.77 0.49 -0.64 -1.2914
H 4.2787 -5.6913 -2.2391 0.80 -0.06 2.12 0.3240
H 6.9240 -5.6580 -1.1846 -1.45 -1.12 0.58 0.2855
H -0.5051 4.0171 -2.2034 -0.15 0.14 0.23 0.3923
O -4.6180 4.3960 -1.4554 0.18 -1.00 0.38 -0.3208
H 0.8123 -2.7275 2.9002 1.21 2.30 -0.42 0.3622
N -6.9534 3.2301 0.0131 0.35 -0.51 -0.22 -0.2572
Al -4.2280 -0.1842 -0.0660 -1.77 1.10 -1.88 0.4319
H 0.0074 -2.1544 0.6922 0.63 2.51 0.48 0.4322
C 7.9972 -9.4645 -1.1624 -0.36 0.17 0.32 -1.0308
H -2.3054 9.8495 -4.2313 0.04 -0.07 0.18 0.1560
H -6.0153 1.4548 -0.6028 -0.25 -0.16 0.04 -0.1978
H 3.2223 -9.0084 -3.4383 -0.37 0.57 0.21 0.1852
C -0.1453 5.5034 3.8193 0.89 -0.35 0.38 -1.2192
H -6.4061 2.5727 -1.9274 0.16 -0.25 -0.17 0.2554
H 5.7606 -3.6008 -1.5857 -1.84 -0.75 1.20 -0.5213
C 2.7848 -1.0550 0.4081 0.74 0.89 -0.35 0.8633
H 4.8458 -4.5257 1.4316 0.91 1.49 -1.69 0.2062
H 6.0979 -6.7407 0.2415 0.27 0.45 -2.35 0.3136
H 0.1142 5.2767 2.7775 -0.28 0.04 0.16 0.2159
H 8.7707 -8.5796 -1.3476 -2.00 -1.79 0.50 0.2984
H 2.5409 -3.6949 -0.7367 1.75 1.01 -0.68 0.2144
H -2.9010 6.4534 -3.6160 -0.02 0.39 -0.12 0.2037
H -3.4006 5.2474 0.0000 -0.08 0.10 0.09 0.3809
H -6.8520 4.2305 -0.1441 0.03 -0.23 -0.01 0.1238
H -10.6215 2.8390 4.6781 0.12 0.14 -0.35 0.3339
H 4.8433 -1.3976 -0.7049 -2.42 -0.45 -0.07 0.4858
O -0.4866 1.9633 -2.0849 0.02 -0.91 -0.43 -0.4654
O 7.5991 -4.1662 -3.0126 -0.62 -0.89 1.03 -0.5644
H 5.3680 -2.7155 1.0926 0.01 -1.97 -0.92 0.2624
H -1.5520 10.1159 -2.6869 -0.20 -0.22 -0.27 0.2320
C -1.5020 4.8919 4.2075 0.25 2.92 -0.41 1.3927
Cl -11.1079 2.3921 2.4157 0.08 0.07 0.22 -0.1063
O -3.0151 -2.0452 -0.3925 -0.86 -0.44 2.74 -0.4325
H -2.7591 4.7842 5.9994 1.73 -0.35 -6.41 0.3888
H -4.2415 6.3726 -1.0866 0.02 -0.24 0.01 0.1802
H -8.5449 2.7812 -2.3653 0.14 0.08 -0.01 0.3556
C -1.8038 5.2191 5.6793 2.31 -0.81 -4.84 -1.6706
H 3.7678 -6.0093 -0.4443 1.76 0.86 -1.15 0.1979
C 3.6913 -1.6061 -0.8409 -0.42 0.16 -0.97 -1.2877
C -4.6346 3.0990 -0.8457 -0.73 0.41 -0.57 -0.8884
C 0.1673 -0.9763 0.7983 -1.39 -0.52 -2.73 -0.9676
H -0.1261 6.5946 3.9406 -0.27 -0.25 -0.06 0.3524
C 6.0629 -6.3962 -0.8773 -0.24 -0.22 -1.65 -0.1140
N -2.0025 9.4901 -3.3417 0.38 1.36 0.00 -0.4143
C -10.2973 3.2671 3.7261 -0.24 0.09 0.07 -0.0198
H -7.3289 5.6443 -1.5145 0.30 -0.05 0.07 0.2329
C 0.7507 0.7447 2.5930 -0.56 3.59 -0.05 -0.1703
H 3.3175 -3.2759 -2.4027 0.29 0.23 2.53 0.4479
C -4.3391 5.4371 -0.5289 0.06 0.44 0.05 -0.7085
H -8.3417 6.1523 -2.8612 -0.15 -0.34 0.21 0.3670
C -6.0530 2.5103 -0.8938 -0.01 1.36 0.28 0.2788
H 4.2375 -9.5934 -1.3803 2.09 -1.52 -0.68 0.2195
H -8.9167 3.3846 0.6369 0.04 -0.11 -0.20 0.0510
H -1.0235 4.8051 6.3288 0.33 -0.18 -0.22 0.1556
H 8.9329 -3.5897 -5.1864 -0.19 0.07 0.30 0.2942
H -4.2409 3.1161 0.1780 -0.10 0.20 0.07 0.4445
H -0.6935 1.8891 -3.0322 0.25 0.00 0.49 0.2673
C 5.3939 -3.8047 0.6652 1.02 -0.29 0.09 -1.1445
H -0.7727 3.3274 -0.5811 0.02 -0.03 -0.13 0.1511
C -8.3671 2.8765 -0.1642 -0.10 0.49 -0.03 -0.3449
H 3.6742 -2.0124 2.2741 -2.40 -0.17 -1.29 0.3790
H 6.5919 -3.0577 -4.4642 -0.32 -0.60 -0.24 0.2224
H -7.4736 4.6091 -2.9749 0.01 -0.12 0.11 0.2289